This record from the OMol25 dataset describes a cluster of 13 separate species, C70H171N13 in total. The level of theory is the ωB97M-V functional and the def2-TZVPD basis.

```
254
Properties=species:S:1:pos:R:3:forces:R:3
C -1.8884 1.7620 3.1885 -0.042 0.205 -0.654
C -0.9464 2.2232 2.1405 -0.155 0.151 0.363
N -0.1879 2.5750 1.3474 -0.397 -0.161 0.307
H -2.8017 2.3569 3.1975 0.118 0.241 -0.198
H -1.4501 1.8330 4.1840 0.183 -0.251 -0.167
H -2.2044 0.7538 2.9204 0.221 -0.182 0.271
C 0.2166 -0.1266 -0.4336 -0.246 -0.208 -0.323
C -1.0282 -0.7233 0.0749 -0.446 -0.763 0.716
N -1.9763 -1.2399 0.5024 1.103 0.871 -0.533
H 0.9193 -0.8717 -0.8069 -0.272 -0.409 0.087
H 0.7324 0.4558 0.3299 -0.318 0.202 -0.126
H -0.0651 0.4598 -1.3082 0.199 0.408 0.172
C -4.0887 3.6342 -3.4854 0.208 -0.034 0.353
C -4.5562 3.3667 -2.0473 0.554 -0.472 -0.414
N -4.9337 1.9803 -1.8587 -1.342 -0.685 0.527
C -5.7027 1.8178 -0.5886 1.125 0.524 -1.113
C -4.7725 2.0631 0.6348 -1.998 0.530 0.411
C -3.7940 1.0558 -1.9052 -1.371 -0.548 -1.459
C -4.3267 -0.4384 -1.8649 0.583 1.859 0.137
H -3.1121 3.2049 -3.7090 0.128 0.003 0.225
H -4.0023 4.7078 -3.6529 -0.110 0.026 -0.152
H -4.7675 3.1742 -4.2034 -0.264 0.221 0.055
H -3.7732 3.5612 -1.3143 0.532 0.678 -0.052
H -5.3838 4.0296 -1.7946 -0.197 -0.165 -0.072
H -6.5593 2.4868 -0.6700 0.342 0.752 0.420
H -6.2741 0.8901 -0.6205 0.789 -0.605 0.397
H -3.9746 1.3363 0.7871 -0.260 -0.062 0.026
H -4.3890 3.0815 0.6962 0.453 -0.014 -0.749
H -5.4630 2.1485 1.4739 0.175 -0.780 0.536
H -3.0306 1.3726 -1.1946 0.286 -0.530 0.406
H -3.3743 1.1831 -2.9031 0.298 0.039 -0.014
H -3.6271 -1.0817 -2.3986 0.092 -0.192 0.622
H -5.2529 -0.4549 -2.4394 -0.074 0.098 0.083
H -4.5349 -0.6903 -0.8251 0.209 -0.603 -0.200
C -6.1321 -9.0784 0.1344 -0.056 0.395 -0.033
C -6.1845 -8.5433 1.5710 0.577 -0.084 -0.295
N -5.0947 -7.5699 1.8299 -0.629 0.175 -0.369
C -5.5982 -6.2191 1.4502 1.675 0.291 0.370
C -4.4469 -5.1632 1.2970 -0.511 -0.670 0.106
C -4.6842 -7.5565 3.2281 0.205 -0.328 0.593
C -3.8917 -8.8136 3.6332 0.335 0.762 -0.788
H -5.1464 -9.4300 -0.1702 0.132 -0.036 0.433
H -6.3641 -8.2765 -0.5664 -0.210 -0.037 -0.108
H -6.8284 -9.9036 -0.0150 -0.165 0.111 0.007
H -7.1281 -8.0379 1.7767 -0.426 -0.047 -0.124
H -6.1713 -9.3967 2.2490 0.418 0.125 0.181
H -6.2033 -5.8362 2.2720 -0.623 0.005 0.054
H -6.2082 -6.2702 0.5483 0.164 -0.149 0.021
H -4.7841 -4.3267 0.6850 0.038 0.051 0.057
H -3.5329 -5.5735 0.8677 -0.167 -0.209 -0.259
H -4.1549 -4.7829 2.2759 -0.121 0.146 0.007
H -4.0747 -6.6700 3.4033 0.147 -0.069 -0.135
H -5.5419 -7.4345 3.8896 -0.485 0.034 0.218
H -4.5118 -9.7090 3.5913 0.247 -0.025 0.003
H -3.0778 -8.8386 2.9086 -0.032 -0.601 -0.236
H -3.3595 -8.7515 4.5825 -0.523 0.190 0.285
C -1.2289 -1.5741 -3.9846 1.085 0.135 -0.573
C 0.0224 -2.4290 -4.2017 -0.211 -0.251 1.762
N 0.5116 -3.0233 -2.9155 -1.376 -0.162 -0.033
C -0.3922 -4.0907 -2.3597 0.726 0.280 0.868
C -0.4127 -4.1630 -0.7851 0.312 0.103 -1.674
C 1.8896 -3.4428 -3.0712 0.475 0.210 1.238
C 2.5785 -3.8389 -1.7468 0.235 -0.785 -0.607
H -2.0589 -2.2262 -3.7129 -0.131 0.484 0.084
H -1.4014 -1.0503 -4.9248 -0.537 -0.202 -0.172
H -1.0163 -0.7655 -3.2852 -0.256 -0.261 0.467
H -0.2582 -3.2052 -4.9137 0.391 -0.220 -0.389
H 0.8696 -1.8320 -4.5391 -0.258 -0.005 -0.430
H -1.4363 -3.9734 -2.6496 0.217 0.430 -0.402
H -0.0806 -5.0746 -2.7104 0.083 -0.232 -0.382
H -1.3323 -4.6731 -0.4983 -0.027 0.196 0.270
H 0.4371 -4.7529 -0.4419 -0.081 0.283 0.236
H -0.3744 -3.1302 -0.4387 -0.105 -0.313 0.407
H 2.4515 -2.5727 -3.4106 -0.078 -0.019 -0.432
H 1.9842 -4.2529 -3.7943 0.173 -0.244 -0.277
H 3.6493 -3.9836 -1.8898 0.233 0.552 -0.300
H 2.3311 -4.8565 -1.4444 -0.637 0.148 0.366
H 2.4384 -3.1128 -0.9461 -0.211 -0.117 -0.046
C -0.2138 3.2386 -2.3406 -0.335 -0.591 0.272
C -0.2062 4.7690 -2.1731 0.136 -1.124 0.165
N 0.6052 5.4398 -3.1439 0.255 -0.048 -1.342
C 2.0628 5.3362 -2.9197 -1.618 -0.417 0.501
C 2.8691 5.9909 -3.9997 0.257 0.436 0.501
C 0.0770 6.7534 -3.4466 0.003 -0.670 -0.711
C 0.0738 7.7051 -2.3064 -0.047 0.698 0.595
H -0.4954 2.9387 -3.3500 0.168 0.395 -0.305
H -0.9929 2.7684 -1.7406 -0.200 0.300 0.386
H 0.6625 2.6453 -2.0795 0.465 0.512 0.032
H -1.2562 5.0404 -2.2830 0.001 0.370 -0.242
H 0.0835 5.1219 -1.1833 -0.009 -0.499 0.633
H 2.2989 5.7790 -1.9520 0.336 0.049 0.430
H 2.2489 4.2653 -2.8385 0.250 -0.060 -0.073
H 2.3703 5.8470 -4.9581 0.421 0.054 -0.148
H 2.9652 7.0438 -3.7343 -0.258 0.264 -0.507
H 3.9014 5.6431 -3.9617 -0.085 -0.319 -0.379
H -0.9675 6.6159 -3.7264 -0.129 -0.151 -0.237
H 0.5561 7.1387 -4.3467 0.232 0.186 0.106
H -0.3009 8.6610 -2.6723 0.085 0.199 0.301
H 1.0484 7.8283 -1.8342 0.102 0.167 -0.107
H -0.6057 7.3316 -1.5403 -0.050 0.178 0.118
C 0.4388 1.4266 -6.2388 1.098 0.097 -0.539
C -0.0283 2.1311 -7.5546 -0.795 -1.334 1.141
N -1.4123 2.5386 -7.4410 -0.399 1.738 -0.707
C -1.5481 3.5841 -6.3688 -0.376 -0.800 -0.478
C -0.5848 4.7842 -6.4947 -0.533 -0.687 -0.339
C -2.4204 1.4390 -7.3861 0.437 1.933 0.204
C -3.8220 2.0103 -7.5949 -0.083 -0.196 0.288
H -0.0772 0.4979 -5.9948 -0.007 -0.158 -0.509
H 0.3852 1.9789 -5.3006 -0.205 0.661 -0.265
H 1.5057 1.2415 -6.3634 0.093 -0.518 0.131
H 0.6444 2.9336 -7.8573 -0.211 0.277 0.368
H 0.0091 1.4367 -8.3939 0.183 -0.347 0.093
H -2.5569 3.9970 -6.3643 -0.098 -0.192 -0.270
H -1.4590 3.0306 -5.4341 0.186 0.347 0.626
H -0.5798 5.0405 -7.5541 0.348 0.055 -0.099
H -0.9801 5.6623 -5.9839 -0.004 -0.191 0.248
H 0.4185 4.5786 -6.1215 -0.011 0.018 -0.093
H -2.4060 1.0627 -6.3632 0.044 -0.908 0.080
H -2.2109 0.6915 -8.1513 0.378 -0.039 0.246
H -4.5494 1.2253 -7.8016 0.056 -0.152 0.060
H -3.8861 2.7284 -8.4124 0.216 0.064 0.085
H -4.1139 2.4678 -6.6496 -0.303 0.273 -0.213
C 0.6942 -0.7980 3.3729 -0.529 -0.667 0.673
C 1.5368 -1.9082 2.7707 1.641 1.097 -0.275
N 2.9836 -1.5358 2.7960 0.380 -0.268 0.619
C 3.8721 -2.7334 2.8576 -0.420 0.347 -0.720
C 3.9576 -3.5180 1.5436 0.105 -0.096 0.488
C 3.3672 -0.4295 1.8748 0.802 -0.652 0.246
C 4.8102 0.1048 2.1149 -0.313 -0.479 0.391
H -0.2504 -1.2756 3.6335 -0.440 0.334 -0.230
H 0.5138 0.0928 2.7713 0.101 -0.236 -0.207
H 1.1032 -0.4896 4.3350 0.287 0.069 -0.088
H 1.3990 -2.8272 3.3404 0.179 0.126 0.105
H 1.2246 -2.1294 1.7500 -0.287 -0.088 -0.365
H 3.5497 -3.3954 3.6613 -0.557 0.092 0.011
H 4.8991 -2.5331 3.1629 -0.008 0.814 -0.084
H 3.0059 -3.9557 1.2425 -0.119 0.179 -0.071
H 4.6428 -4.3510 1.7010 0.145 -0.066 -0.194
H 4.3517 -2.8735 0.7579 -0.048 -0.131 -0.154
H 3.2833 -0.7437 0.8345 -0.027 -0.179 -0.488
H 2.6694 0.4025 1.9696 -0.129 -0.068 0.327
H 5.1155 0.9808 1.5426 -0.638 0.206 -0.128
H 4.9135 0.3397 3.1743 0.032 0.079 0.102
H 5.5924 -0.6178 1.8824 -0.182 -0.400 0.022
C 5.1665 2.7647 6.8319 -0.252 0.031 0.422
C 4.5654 4.0899 6.4047 -1.270 0.035 -0.927
N 3.1822 3.9621 5.7980 1.669 -0.268 1.104
C 3.1743 3.1214 4.5929 -1.107 0.985 -0.175
C 1.7675 2.4953 4.3794 0.648 -0.149 -0.688
C 2.5417 5.2639 5.6129 -0.719 -0.192 1.490
C 2.0959 5.8044 6.9987 -0.463 -0.285 -0.368
H 5.7475 2.9508 7.7351 0.196 -0.208 -0.045
H 5.8113 2.2806 6.0984 -0.149 0.052 -0.061
H 4.3467 2.1033 7.1122 0.087 -0.210 -0.029
H 4.5008 4.7341 7.2816 -0.168 0.049 -0.176
H 5.2072 4.5788 5.6717 0.330 0.282 -0.093
H 3.3625 3.8632 3.8168 0.039 -0.348 -0.984
H 3.9843 2.3967 4.5102 -0.110 -0.053 0.597
H 1.3644 1.9559 5.2365 0.153 0.436 0.336
H 1.0841 3.2558 4.0017 -0.192 0.041 0.410
H 1.7607 1.7441 3.5895 0.411 0.080 -0.178
H 1.6726 5.1242 4.9700 -0.158 -0.095 0.183
H 3.0735 6.0983 5.1557 0.968 -0.249 -0.466
H 2.9153 6.1094 7.6496 0.121 0.113 -0.269
H 1.5482 5.0422 7.5529 -0.045 -0.126 -0.128
H 1.4198 6.6492 6.8671 0.093 0.168 0.024
C -8.3626 -1.5957 5.5679 1.337 1.382 0.023
C -7.4205 -1.1179 4.4017 -0.610 -1.900 -0.348
N -6.1380 -0.5260 4.7387 0.555 0.888 -0.986
C -5.2913 -0.1933 3.5217 -0.283 -1.559 0.454
C -4.7323 -1.4482 2.8132 0.268 0.479 0.329
C -6.2965 0.6269 5.6096 0.330 -0.611 1.351
C -4.9580 1.0748 6.2029 0.085 0.492 0.285
H -7.8038 -2.1822 6.2971 0.186 -0.038 -0.063
H -9.2135 -2.2039 5.2610 0.080 0.345 -0.373
H -8.6669 -0.6812 6.0771 -0.624 -0.282 0.231
H -7.2365 -2.0561 3.8781 0.382 0.047 -0.332
H -7.9744 -0.5225 3.6759 -0.345 0.477 0.021
H -5.7574 0.4075 2.7407 -0.692 0.325 0.348
H -4.3931 0.3325 3.8453 -0.357 0.273 0.274
H -5.4133 -2.2953 2.7312 -0.033 0.131 0.094
H -4.4000 -1.1697 1.8131 -0.065 -0.060 -0.113
H -3.8242 -1.7368 3.3425 -0.091 -0.464 0.038
H -6.8746 0.2747 6.4639 0.104 -0.248 0.200
H -6.9541 1.4331 5.2843 0.273 0.477 -0.891
H -5.0986 1.6468 7.1201 -0.292 0.013 0.086
H -4.3312 1.7314 5.5995 -0.130 -0.121 -0.419
H -4.3586 0.2109 6.4903 -0.081 -0.140 -0.170
C 6.2684 0.0609 -6.0409 -0.380 -1.200 0.314
C 5.8118 1.4480 -5.7109 0.202 0.242 0.079
N 4.4317 1.4189 -5.2563 -0.923 0.468 0.424
C 4.2959 0.9071 -3.8989 -1.029 -1.094 0.945
C 2.8415 0.3643 -3.5565 0.889 1.377 -0.805
C 3.7907 2.7692 -5.3456 0.536 -1.354 -1.293
C 3.6459 3.1072 -6.8332 -0.319 0.469 -0.486
H 6.2429 -0.5357 -5.1290 0.329 -0.113 0.071
H 7.2499 -0.0660 -6.4975 -0.042 0.356 0.009
H 5.5029 -0.4172 -6.6521 0.128 0.080 -0.397
H 6.4309 1.8714 -4.9200 0.446 0.287 0.162
H 5.9261 2.0812 -6.5908 -0.253 0.076 0.103
H 5.0030 0.1340 -3.5982 0.156 -0.382 -0.914
H 4.5666 1.6405 -3.1393 -0.256 0.777 0.105
H 2.7914 -0.1530 -2.5984 0.105 0.038 -0.042
H 2.2112 1.2533 -3.5354 -0.315 -0.041 0.418
H 2.4033 -0.2285 -4.3594 0.423 -0.307 0.003
H 4.3733 3.4717 -4.7496 -0.097 0.413 0.025
H 2.7591 2.6967 -5.0013 0.193 0.015 0.492
H 3.2806 2.2185 -7.3479 -0.085 -0.079 0.083
H 4.4995 3.4403 -7.4235 0.431 -0.056 0.526
H 2.9085 3.8903 -7.0090 -0.193 0.078 0.244
C 3.4428 2.8567 -0.2738 -0.266 -0.305 0.398
C 4.6749 3.5855 -0.7340 -0.931 0.027 0.795
N 5.7360 3.3753 0.2475 0.650 0.249 0.072
C 7.0375 3.1337 -0.3719 0.144 -0.809 -0.793
C 7.1563 1.6820 -0.8794 0.051 -0.257 0.845
C 5.7266 4.4684 1.2592 0.398 -0.857 -0.246
C 6.5165 4.1167 2.5363 0.022 0.028 -0.147
H 3.2002 3.0579 0.7696 -0.103 0.494 0.039
H 3.6267 1.7827 -0.2432 -0.267 -0.204 -0.618
H 2.6268 3.1947 -0.9126 -0.374 -0.587 0.132
H 4.8265 3.2767 -1.7683 0.936 -0.090 0.122
H 4.3524 4.6257 -0.7787 0.471 0.564 -0.154
H 7.8949 3.2346 0.2935 -0.413 0.274 0.528
H 7.2601 3.7988 -1.2064 -0.167 0.511 -0.205
H 6.5501 1.3362 -1.7167 -0.171 0.529 -0.109
H 6.8720 1.0686 -0.0244 -0.015 -0.259 -0.013
H 8.1952 1.4306 -1.0925 0.063 0.129 -0.185
H 6.1113 5.3521 0.7500 0.244 0.502 0.286
H 4.6950 4.6968 1.5269 -0.094 -0.235 -0.071
H 7.5944 4.2071 2.4021 0.003 0.071 -0.072
H 6.2406 4.7384 3.3880 -0.039 0.357 -0.195
H 6.3353 3.1027 2.8924 -0.214 -0.190 -0.367
C -1.1067 -4.1067 2.8443 -0.859 -0.528 0.707
C -1.3243 -5.5611 3.3607 1.600 1.266 -1.268
N -0.0676 -6.0829 3.9246 -0.054 -1.064 0.915
C -0.3259 -7.4334 4.4151 0.567 -0.295 0.253
C 0.8262 -8.2228 5.1686 -1.249 1.173 0.088
C 1.1316 -6.0343 3.1010 -1.017 1.883 -0.327
C 1.0453 -6.7248 1.7578 0.266 -0.814 -0.786
H -0.7926 -3.4648 3.6673 -0.042 0.052 0.015
H -2.0682 -3.7602 2.4653 0.032 0.275 -0.020
H -0.3899 -3.9961 2.0307 -0.026 -0.344 0.039
H -2.1535 -5.6463 4.0630 0.333 0.293 0.445
H -1.6867 -6.1025 2.4869 0.120 -0.664 -0.304
H -1.1944 -7.2306 5.0418 -0.009 -0.934 0.412
H -0.6264 -8.0410 3.5615 -0.372 -0.472 -0.067
H 0.3937 -9.0965 5.6561 -0.121 -0.155 -0.299
H 1.6581 -8.5451 4.5422 -0.147 0.153 -0.112
H 1.1911 -7.6239 6.0030 0.272 0.200 -0.134
H 1.9947 -6.3267 3.6991 -0.121 -0.358 -0.097
H 1.2383 -4.9566 2.9771 0.583 0.061 -0.467
H 0.9605 -7.8037 1.8877 0.256 -0.162 -0.027
H 1.8940 -6.5196 1.1053 0.533 -0.120 0.375
H 0.2390 -6.4892 1.0633 -0.583 0.504 0.650
```
Positions in Å, forces in eV/Å.

Properties
LUMO level ... 0.629 eV
Relative energy (zero: lowest compared OMol25 entry of this formula, charge and spin) ... 0.00 kJ/mol
Orbital gap ... 8.520 eV
DFT total energy ... -3481.215471 Ha
M ... 1195.2 g mol⁻¹

Atom charges from the Löwdin analysis, given in e for atoms 1 to 99: atom 1 (C): -0.0530, atom 2 (C): -0.2620, atom 3 (N): 0.1703, atom 4 (H): 0.0746, atom 5 (H): 0.0855, atom 6 (H): 0.0623, atom 7 (C): -0.0578, atom 8 (C): -0.2557, atom 9 (N): 0.1842, atom 10 (H): 0.0616, atom 11 (H): 0.0441, atom 12 (H): 0.0588, atom 13 (C): -0.0815, atom 14 (C): -0.2655, atom 15 (N): -0.2096, atom 16 (C): -0.2125, atom 17 (C): -0.0833, atom 18 (C): -0.2370, atom 19 (C): -0.0571, atom 20 (H): 0.0350, atom 21 (H): 0.0715, atom 22 (H): 0.0731, atom 23 (H): 0.0939, atom 24 (H): 0.1165, atom 25 (H): 0.1073, atom 26 (H): 0.1018, atom 27 (H): 0.0557, atom 28 (H): 0.0669, atom 29 (H): 0.0568, atom 30 (H): 0.0862, atom 31 (H): 0.0940, atom 32 (H): 0.0400, atom 33 (H): 0.0744, atom 34 (H): 0.0433, atom 35 (C): -0.0860, atom 36 (C): -0.2558, atom 37 (N): -0.1785, atom 38 (C): -0.2239, atom 39 (C): -0.0780, atom 40 (C): -0.2709, atom 41 (C): -0.0752, atom 42 (H): 0.0713, atom 43 (H): 0.0586, atom 44 (H): 0.0671, atom 45 (H): 0.1071, atom 46 (H): 0.0997, atom 47 (H): 0.1039, atom 48 (H): 0.1050, atom 49 (H): 0.0681, atom 50 (H): 0.0605, atom 51 (H): 0.0425, atom 52 (H): 0.0822, atom 53 (H): 0.1122, atom 54 (H): 0.0600, atom 55 (H): 0.0664, atom 56 (H): 0.0628, atom 57 (C): -0.0802, atom 58 (C): -0.2319, atom 59 (N): -0.1741, atom 60 (C): -0.1959, atom 61 (C): -0.0745, atom 62 (C): -0.2600, atom 63 (C): -0.0901, atom 64 (H): 0.0592, atom 65 (H): 0.0521, atom 66 (H): 0.0625, atom 67 (H): 0.1143, atom 68 (H): 0.0864, atom 69 (H): 0.0967, atom 70 (H): 0.1062, atom 71 (H): 0.0657, atom 72 (H): 0.0322, atom 73 (H): 0.0350, atom 74 (H): 0.0899, atom 75 (H): 0.1151, atom 76 (H): 0.0729, atom 77 (H): 0.0611, atom 78 (H): 0.0537, atom 79 (C): -0.0734, atom 80 (C): -0.2460, atom 81 (N): -0.1890, atom 82 (C): -0.2501, atom 83 (C): -0.0812, atom 84 (C): -0.2951, atom 85 (C): -0.0873, atom 86 (H): 0.0491, atom 87 (H): 0.0444, atom 88 (H): 0.0372, atom 89 (H): 0.1095, atom 90 (H): 0.1129, atom 91 (H): 0.1050, atom 92 (H): 0.0880, atom 93 (H): 0.0737, atom 94 (H): 0.0754, atom 95 (H): 0.0664, atom 96 (H): 0.1053, atom 97 (H): 0.1066, atom 98 (H): 0.0798, atom 99 (H): 0.0746